# 1
ORCA calculation (wB97M-V/def2-TZVPD) on C49H57N8O2S2Sn as an isolated structure.

```
119
Properties=species:S:1:pos:R:3:forces:R:3:mulliken_charge:R:1
Sn -0.16405 0.17376 0.38292 -0.2710 -0.7085 -0.4384 0.48
C 1.78112 6.05485 1.29453 -0.0591 -0.0014 -0.0382 -0.95
C 0.39372 5.90425 0.65533 0.1256 -0.1117 0.0552 -1.25
C 0.23694 4.56605 0.00376 -0.0867 0.0750 0.0590 0.48
C 0.56641 4.22814 -1.27412 -0.0658 0.0476 -0.1321 0.99
C 1.12255 5.23460 -2.25241 -0.0833 -0.1537 -0.0827 -0.15
C 1.40764 4.82608 -3.69552 0.0096 0.0655 0.0716 -1.75
C 0.27687 2.82215 -1.40834 -0.0955 0.0063 0.1644 -0.26
C 0.42853 2.06578 -2.54981 0.1481 0.0405 -0.1129 -0.54
C 0.04227 0.75527 -2.71493 -0.1222 -0.1666 0.0059 0.40
C 0.13401 0.03691 -3.96007 0.1020 0.0485 -0.0091 0.63
C 0.77378 0.55973 -5.21135 -0.2020 0.0320 -0.0197 -0.93
C -0.24696 0.94298 -6.28910 0.0645 0.0048 0.0302 -1.32
C -0.47587 -1.16500 -3.76227 -0.0312 -0.0733 -0.0293 0.55
C -0.89930 -1.18504 -2.38548 -0.0718 0.1821 0.0898 0.19
C -1.56008 -2.23695 -1.78946 0.0171 -0.1225 -0.0923 -0.12
C -1.95973 -2.31402 -0.47391 -0.2106 0.2122 0.0646 0.07
N -1.80685 -1.29000 0.43795 -0.0158 -0.2128 0.3786 -0.17
C -2.28863 -1.78649 1.62501 -0.0429 0.0531 -0.2820 0.19
C -2.36785 -1.07727 2.80309 0.0232 -0.1548 0.1707 -0.85
C -1.94993 0.21898 2.98712 -0.1206 0.2192 -0.1919 0.34
N -1.38166 1.00683 2.00848 0.3544 0.0367 0.3749 -0.84
C -1.12884 2.22279 2.61335 -0.2610 -0.1710 -0.0782 0.49
C -0.61935 3.32660 1.97313 0.1959 0.1114 0.1085 -1.23
C -0.22697 3.38005 0.65469 -0.0468 -0.0422 -0.2033 0.20
N -0.21904 2.31650 -0.21938 0.4467 0.0274 0.2636 0.02
C -1.55171 2.19572 3.98833 0.0729 0.0837 0.0253 0.47
C -2.07101 0.95513 4.21642 -0.1945 -0.0302 0.0049 0.96
C -2.65328 0.42653 5.49082 0.1736 -0.0367 -0.0163 -1.29
C -1.59970 -0.27338 6.35705 -0.0729 0.0090 0.0179 -1.13
C -1.45120 3.34275 4.94753 -0.1717 0.0630 -0.1617 -1.23
C -2.54391 4.39394 4.71308 0.0339 -0.0437 0.0628 -1.29
C -2.76019 -3.13112 1.45868 0.0898 -0.0792 0.1270 0.33
C -2.57435 -3.46345 0.15046 -0.0754 -0.0297 -0.0899 0.84
C -2.96517 -4.80936 -0.40475 0.0419 0.0749 -0.0913 0.00
C -2.62510 -5.18408 -1.84420 -0.0228 -0.0325 0.0771 -1.68
C -3.32696 -3.99881 2.53906 -0.1904 0.0984 -0.1195 -1.34
C -4.86023 -4.03212 2.53019 0.0593 0.0071 0.0523 -1.13
N -0.57907 -0.00586 -1.75873 0.2588 -0.1788 -0.0629 -0.07
C -0.67420 -2.27980 -4.74786 0.1149 0.0637 0.0271 -0.99
C 0.63020 -2.99220 -5.12480 -0.0349 0.0079 0.0180 -0.99
H 1.86120 6.99364 1.84227 0.0160 -0.0006 -0.0097 0.46
H 2.56131 6.04196 0.53069 0.0062 -0.0173 0.0179 0.16
H 1.97475 5.23267 1.98701 0.0066 0.0302 0.0218 0.22
H 0.24538 6.69094 -0.08555 -0.0370 0.0213 0.0226 0.44
H -0.37329 6.04172 1.41907 -0.0336 0.0386 -0.0405 0.43
H 2.04617 5.63040 -1.81828 -0.0149 0.0490 0.0101 0.15
H 0.42145 6.07347 -2.27565 0.0425 0.0434 0.0305 0.47
H 2.19857 4.07653 -3.76336 -0.0295 -0.0181 -0.0258 0.29
H 1.74467 5.70120 -4.25053 0.0119 -0.0072 0.0004 0.49
H 0.51408 4.45071 -4.19485 0.0221 -0.0073 -0.0204 0.40
H 0.83742 2.55276 -3.41571 0.0499 -0.0209 0.0266 -0.22
H 1.45700 -0.19589 -5.60062 0.0241 0.0160 -0.0054 0.31
H 1.38422 1.43202 -4.97466 0.0694 -0.0452 -0.0061 0.44
H -0.80236 0.07326 -6.63831 -0.0229 0.0160 0.0102 0.29
H 0.25492 1.38464 -7.15015 -0.0181 0.0002 -0.0032 0.44
H -0.96526 1.66626 -5.90016 0.0012 0.0029 -0.0172 0.34
H -1.75348 -3.09150 -2.41082 0.0365 -0.0017 0.0229 -0.38
H -2.81882 -1.57677 3.64906 0.0613 -0.0094 0.0194 0.28
H -0.52414 4.23423 2.55318 0.0107 -0.0196 0.0071 0.56
H -3.46031 -0.27160 5.26393 -0.0462 0.0470 0.0244 0.48
H -3.09512 1.25088 6.05212 -0.0567 -0.0214 -0.0101 0.44
H -1.12922 -1.09669 5.81550 0.0110 0.0142 -0.0011 0.26
H -2.05394 -0.67793 7.26140 0.0279 -0.0092 0.0043 0.47
H -0.82069 0.42944 6.66168 0.0117 -0.0175 -0.0244 0.24
H -0.46637 3.80794 4.85758 0.0086 -0.0039 0.0525 0.39
H -1.53470 2.96354 5.96691 0.0734 0.0001 0.0103 0.48
H -2.49297 4.80080 3.70290 -0.0192 -0.0003 0.0014 0.27
H -2.44301 5.21726 5.41995 -0.0080 0.0026 -0.0102 0.43
H -3.53226 3.95180 4.84377 -0.0011 0.0127 -0.0164 0.33
H -4.04599 -4.91186 -0.27550 0.0037 -0.0221 0.0396 0.30
H -2.51037 -5.55521 0.25307 -0.0242 -0.0108 0.0161 0.33
H -3.12566 -4.53800 -2.56680 0.0114 -0.0181 -0.0123 0.34
H -2.97820 -6.19830 -2.03060 0.0171 -0.0044 -0.0051 0.52
H -1.54884 -5.17320 -2.02008 -0.0107 0.0315 -0.0302 0.24
H -2.98404 -3.65096 3.51421 0.0660 -0.0700 0.0059 0.49
H -2.93924 -5.01124 2.40891 0.0162 -0.0070 0.0509 0.39
H -5.26902 -3.02979 2.66749 -0.0090 -0.0094 -0.0085 0.30
H -5.23280 -4.66698 3.33412 -0.0170 0.0065 -0.0090 0.41
H -5.24275 -4.42370 1.58827 -0.0099 0.0191 -0.0029 0.31
H -1.14233 -1.87573 -5.64700 -0.0621 -0.0554 0.0015 0.37
H -1.36976 -3.01286 -4.34012 -0.0447 0.0262 -0.0274 0.27
H 1.23930 -2.38408 -5.79364 0.0274 0.0023 0.0363 0.31
H 0.41681 -3.93088 -5.63651 0.0012 0.0173 -0.0226 0.49
H 1.22030 -3.21486 -4.23652 -0.0210 -0.0433 -0.0108 0.13
O 0.24655 -4.51780 -0.08872 0.0424 -0.0317 0.0165 -0.72
C 1.22688 -4.50696 -1.01732 0.0138 0.0347 -0.0090 0.44
C 1.53892 -5.72096 -1.62863 -0.0089 -0.0274 -0.0250 -0.51
C 2.54868 -5.78806 -2.56651 -0.0126 0.0006 -0.0116 -0.58
C 3.27495 -4.64911 -2.91103 0.0176 0.0119 -0.0049 -0.73
C 2.96553 -3.44615 -2.31333 0.0220 0.0006 0.0494 -0.48
C 1.93179 -3.34739 -1.37579 -0.1243 0.0275 0.0907 -0.34
C 1.62310 -2.03854 -0.75533 -0.0783 -0.1252 -0.0740 1.27
O 0.70012 -1.95250 0.14774 0.0786 0.2246 0.1272 -0.66
N 2.31508 -1.00358 -1.14607 0.3282 0.0804 -0.1603 -0.83
N 2.03458 0.09237 -0.36258 -0.7015 0.7821 0.0785 1.09
C 2.84108 1.08038 -0.50945 0.3724 -0.1531 0.0648 -0.23
S 2.81164 2.48663 0.52685 0.0293 -0.0845 0.0105 0.14
C 4.49090 3.00603 0.08004 -0.0166 -0.0383 0.0464 -0.73
C 4.66584 2.71377 -1.39375 -0.0640 -0.0839 -0.0132 -0.32
S 4.13892 0.99834 -1.67767 0.0010 -0.0013 0.0466 -0.04
H 0.17073 -3.60808 0.26491 -0.0043 -0.0023 -0.0141 0.01
H 0.98161 -6.60141 -1.33561 0.0003 0.0113 0.0020 0.53
H 2.78299 -6.73876 -3.02848 -0.0041 0.0064 0.0044 0.42
H 4.07149 -4.70875 -3.64015 0.0055 0.0048 0.0205 0.45
H 3.52022 -2.54786 -2.54925 -0.0188 -0.0064 -0.0488 0.48
H 5.20076 2.44260 0.68412 0.0538 0.0455 -0.0148 0.35
H 4.57475 4.06766 0.31098 0.0035 0.0014 -0.0227 0.46
H 5.70618 2.79454 -1.70530 -0.0012 0.0286 0.0022 0.49
H 4.04466 3.37154 -2.00269 0.0590 0.0653 0.0044 -0.03
N 0.98636 0.16448 3.63698 0.0372 0.0294 0.0022 -0.36
C 1.93883 -0.30131 4.45651 -0.0269 0.0385 0.0109 -0.33
C 2.79698 -1.06066 3.69343 0.0107 -0.0126 -0.1159 -1.37
C 2.27201 -0.99830 2.39847 0.0967 -0.0050 0.1628 -0.84
N 1.17166 -0.25197 2.37544 -0.0393 -0.0340 -0.4091 1.34
H 0.18988 0.74137 3.87287 0.0199 0.0138 0.0381 0.28
H 1.94002 -0.06310 5.50707 -0.0309 0.0062 -0.0135 0.49
H 3.67474 -1.58861 4.02097 -0.0148 0.0019 0.0018 0.48
H 2.63617 -1.46132 1.49916 0.0228 0.0127 0.0460 0.69
```
Positions in Å, forces in eV/Å.

Output
Energy, hartree: -3500.5158
Frontier orbital gap, eV: 5.781
Charge: +1
Energy above the lowest of the compared OMol25 structures with the same formula, charge and spin, eV: 0.521
HOMO level, eV: -9.39
LUMO level, eV: -3.608

***

# 2
ORCA calculation (wB97M-V/def2-TZVPD) on an isolated ion of composition C4H6ClN2 and charge +1.

```
13
Properties=species:S:1:pos:R:3:forces:R:3:mulliken_charge:R:1
N -1.83151 -0.70983 0.82000 -2.8021 0.8921 2.5929 -0.24
C -0.67116 -0.19780 0.72014 2.1570 -0.9989 -5.5948 0.44
C 0.31469 -0.20016 -0.89501 -2.0875 1.6616 4.4845 -0.85
C 1.59903 0.41553 -0.24200 -0.0978 -0.9940 -1.8968 0.17
Cl 2.83573 -0.95409 0.04594 -0.7316 1.1200 -0.3103 -0.12
C 1.24778 0.69330 1.20441 -1.5937 -0.8097 0.1002 -0.26
N 0.07278 0.32771 1.64774 1.3170 1.0958 1.4007 -0.45
H -2.41038 -1.00196 0.06312 0.2996 -0.3951 -1.0174 0.28
H -2.46864 -0.51890 1.65784 1.6382 -0.4133 -0.9451 0.33
H 0.34753 -1.22393 -1.19369 0.1837 -0.3889 -0.5370 0.42
H -0.33246 0.50858 -1.44941 0.8573 -0.5807 -0.2123 0.39
H 2.02233 1.18521 -0.99430 -0.3159 -0.9653 1.9700 0.39
H 1.88975 0.94406 2.01343 1.1757 0.7764 -0.0346 0.48
```
Positions in Å, forces in eV/Å.

Output
Energy, hartree: -725.3978
Frontier orbital gap, eV: 9.429
Charge: +1
SMILES: [NH2+]=C1C[C@H](Cl)C=N1
Energy above the lowest of the compared OMol25 structures with the same formula, charge and spin, eV: 1.586
HOMO level, eV: -15.18
LUMO level, eV: -5.748

***

# 3
ORCA calculation (wB97M-V/def2-TZVPD) on a 8-piece molecular cluster, C26H51NO11S overall.

```
90
Properties=species:S:1:pos:R:3:forces:R:3:mulliken_charge:R:1
C 2.77171 -1.99740 4.04262 1.5696 0.4940 0.1900 -0.58
C 2.03545 -0.54282 4.28534 -2.2652 -0.1817 1.6076 0.60
C 2.61269 0.90798 3.70695 -1.0215 -1.8270 -0.2667 -0.63
N 0.83065 -0.57373 4.99921 2.1658 -0.0670 -4.5795 -0.67
C -0.22726 -0.57751 3.91827 1.1860 1.8489 -0.7126 0.38
C -1.62858 0.24814 4.12322 1.2781 -0.1115 0.3623 0.12
O -2.62914 -0.84189 4.34438 0.3872 -1.1125 -1.0233 -0.40
S -2.11443 -2.42728 3.98516 2.9400 -2.7424 0.7559 1.01
O -2.05578 -3.23181 5.30664 -1.1260 3.1009 -5.0793 -0.53
O -2.58360 -3.12261 2.67986 1.2367 2.7764 5.7445 -0.49
O -0.47167 -2.00556 3.66281 -3.5924 0.5900 0.2895 -0.34
H 2.03192 -2.87932 3.81519 1.0789 2.1963 0.5271 0.27
H 3.39316 -2.31475 5.00205 -1.3647 0.8182 -1.7589 0.02
H 3.57950 -1.92173 3.16693 -1.8148 -0.0065 1.8226 0.25
H 2.43545 0.87382 2.52714 0.7842 0.1042 2.7236 0.20
H 1.94916 1.76365 4.15274 1.4833 -1.8067 -0.6370 0.30
H 3.74627 0.95851 4.00094 -2.2003 0.0978 -0.8157 0.31
H 0.15202 -0.19065 2.88069 -0.4501 -0.6258 1.8914 0.04
H -1.84511 1.00308 3.22582 0.1617 -2.2993 1.6879 -0.01
H -1.56651 0.93538 5.06849 -0.2643 -1.7922 -1.4767 0.29
C 5.20128 -5.27797 7.63288 -0.3975 0.1560 0.2753 -1.10
C 5.54199 -3.94621 7.01945 -0.9243 1.3591 0.3725 0.87
C 6.72304 -3.89332 6.08754 -0.0228 0.4868 -0.1260 -1.11
O 4.88082 -2.93983 7.27014 0.8659 -1.3007 -0.3802 -0.56
H 4.32712 -5.16512 8.28284 0.1996 0.0053 -0.1657 0.29
H 4.96198 -5.99869 6.84686 0.2017 -0.0599 0.0832 0.31
H 6.04063 -5.63555 8.23446 0.0009 -0.1351 -0.1873 0.33
H 6.55144 -4.55237 5.23274 0.1613 -0.1064 0.1262 0.31
H 7.63015 -4.18925 6.62026 -0.0475 -0.1743 -0.1424 0.38
H 6.85018 -2.86926 5.72073 -0.0505 -0.2227 0.1001 0.28
C -5.08174 -1.67018 -1.55961 0.1576 0.6636 -0.2065 -0.84
C -4.04717 -1.20760 -0.56883 0.5197 0.8971 -0.0247 0.88
C -3.73306 -2.12255 0.58457 0.2964 0.8749 -0.2520 -0.81
O -3.48030 -0.12358 -0.69671 -0.6234 -1.0405 0.0942 -0.62
H -5.20522 -0.90910 -2.33733 0.0333 -0.3736 0.3347 0.01
H -4.75547 -2.60120 -2.03001 -0.1907 -0.0535 0.1409 0.22
H -6.04066 -1.81406 -1.05559 0.0655 -0.2308 -0.0187 0.48
H -3.34674 -3.07367 0.20960 -0.1834 -0.0206 0.1364 0.32
H -4.63190 -2.28661 1.18407 0.0775 -0.2035 -0.0945 0.35
H -2.96911 -1.65900 1.21776 -0.3923 -0.1107 -0.4801 0.06
C -3.44443 4.25534 2.96423 0.2180 -0.2332 0.4060 -1.12
C -2.47361 3.70930 1.95166 1.1313 -0.8638 0.3288 0.89
C -2.69615 4.07641 0.50880 0.4321 -0.2499 -0.1714 -1.15
O -1.53460 2.99066 2.29021 -1.1171 0.8781 -0.3872 -0.56
H -3.16021 3.90837 3.96330 -0.0489 0.0727 -0.2250 0.28
H -3.41790 5.34790 2.95274 -0.1940 -0.0656 -0.0963 0.36
H -4.45280 3.89674 2.74312 0.0064 0.2164 -0.0615 0.33
H -2.63627 5.16098 0.38803 -0.2217 -0.0387 -0.0012 0.37
H -3.67118 3.70988 0.17834 -0.0018 0.1888 0.0224 0.33
H -1.91950 3.61157 -0.10778 -0.1943 0.0672 0.1682 0.27
C 3.06631 0.75355 -1.44751 -0.3703 -0.2424 0.3292 -0.99
C 3.76799 1.39861 -0.28240 -0.3275 -0.1526 1.1560 0.59
C 4.95862 2.26875 -0.58472 -0.0105 0.1355 0.7006 -0.57
O 3.38333 1.22143 0.87235 0.5600 0.2471 -1.6016 -0.55
H 2.22642 0.15503 -1.07915 0.1804 0.1394 -0.0558 0.30
H 2.67902 1.52298 -2.12020 0.2205 -0.1020 -0.1116 0.28
H 3.75783 0.09565 -1.97973 -0.0239 0.2214 -0.1461 0.31
H 4.65554 3.10562 -1.21896 0.1940 -0.3403 -0.1160 -0.13
H 5.73440 1.67837 -1.07853 -0.1460 0.2148 -0.2332 0.31
H 5.36389 2.66716 0.35147 -0.1231 -0.1482 -0.1209 0.33
C -6.26607 1.63375 -4.19674 -0.0533 -0.2254 0.4703 -1.13
C -5.90911 0.35490 -4.90603 0.0923 -1.2960 0.6789 0.85
C -5.63283 0.43482 -6.38367 0.1126 -0.4783 -0.0393 -1.10
O -5.84573 -0.71434 -4.30147 -0.2124 1.3564 -1.0823 -0.53
H -6.43854 1.42428 -3.13575 0.0572 0.0340 -0.2374 0.26
H -5.44365 2.34839 -4.28297 -0.1614 0.0583 -0.1301 0.33
H -7.18066 2.05262 -4.62377 0.1667 0.1264 -0.0778 0.36
H -4.78222 1.09606 -6.56722 -0.1801 0.0970 -0.0669 0.34
H -6.51917 0.80032 -6.90810 0.1452 0.1686 -0.0004 0.37
H -5.38868 -0.56365 -6.76164 -0.0492 0.2207 0.1005 0.21
C -2.83611 -3.93246 -6.77135 0.3301 0.1328 -0.3822 -1.11
C -2.43139 -2.93601 -5.71815 1.1823 1.0945 -0.1095 0.68
C -3.17461 -2.96914 -4.40946 0.2522 0.3293 0.1459 -0.85
O -1.52814 -2.12574 -5.91919 -1.1407 -1.0101 0.1801 -0.58
H -2.21453 -3.79178 -7.66195 -0.1217 -0.0137 0.2109 0.31
H -2.68728 -4.94878 -6.39793 -0.2334 0.0376 -0.0053 0.32
H -3.88224 -3.77757 -7.04689 -0.0046 -0.1999 0.1317 0.29
H -3.04080 -3.94257 -3.93091 -0.1860 -0.0268 -0.0732 0.42
H -4.23579 -2.77139 -4.57979 0.0028 -0.1520 0.0698 0.24
H -2.77571 -2.19449 -3.74598 -0.0866 -0.1422 -0.1674 0.26
C 4.89394 5.43304 -3.37066 -0.0583 -0.2061 0.4446 -1.02
C 5.25090 4.15420 -4.07996 0.1074 -1.4020 0.6721 0.85
C 5.52718 4.23412 -5.55759 0.1052 -0.4910 -0.0508 -1.13
O 5.31428 3.08495 -3.47540 -0.0917 1.3937 -0.9158 -0.50
H 4.72147 5.22357 -2.30967 0.0449 0.0648 -0.2370 0.22
H 5.71635 6.14768 -3.45690 -0.1743 0.0719 -0.1262 0.32
H 3.97935 5.85191 -3.79769 0.1728 0.1355 -0.0655 0.31
H 6.37779 4.89536 -5.74115 -0.1890 0.1155 -0.0711 0.33
H 4.64083 4.59961 -6.08202 0.1511 0.1728 -0.0037 0.33
H 5.77133 3.23564 -5.93556 -0.0630 0.2241 0.1154 0.30
```
Positions in Å, forces in eV/Å.

Output
Energy, hartree: -2301.5692
Frontier orbital gap, eV: 7.732
SMILES: CC(C)=N[C@@H]1COS(=O)(=O)O1.CC(C)=O.CC(C)=O.CC(C)=O.CC(C)=O.CC(C)=O.CC(C)=O.CC(C)=O
HOMO level, eV: -7.43
LUMO level, eV: 0.302